[1]
77
Properties=species:S:1:pos:R:3:lowdin_charge:R:1 method="wB97M-V/def2-TZVPD" s_squared=0.76 homo_lumo_gap_ev="5.90 / 7.04" lumo_energy_ha="-0.033 / -0.039" total_charge=0 spin_multiplicity=2
Ti -1.22770 -0.84652 -0.74557 0.958
O -0.43613 1.87190 2.27782 0.151
C -0.43430 0.84264 1.44678 -0.454
O -1.16413 0.80724 0.42685 -0.078
C 0.41300 -0.28787 1.67905 -0.176
C 1.35534 -0.52340 2.68849 0.024
C 2.05297 -1.70807 2.66201 -0.034
C 1.81974 -2.64587 1.63384 0.030
C 0.88888 -2.34174 0.67909 -0.168
N 0.20154 -1.19231 0.69943 0.039
C 0.50652 -3.16174 -0.52917 -0.541
O 1.01485 -4.22460 -0.78207 0.114
O -0.41562 -2.54312 -1.22847 -0.145
H -0.96694 2.59026 1.88149 0.118
H 1.51717 0.22015 3.45624 0.126
H 2.78694 -1.91994 3.42772 0.112
H 2.35696 -3.58149 1.57049 0.129
C 1.80270 2.68865 -2.47968 -0.369
C 1.20122 1.54421 -3.29433 -0.396
P 1.30592 -0.08506 -2.44627 1.054
C 3.09360 -0.12543 -2.03866 -0.371
C 4.07377 0.01494 -3.02068 -0.083
C 5.41752 0.00697 -2.68271 -0.073
C 5.80041 -0.15564 -1.35639 -0.082
C 4.83524 -0.30656 -0.37284 -0.086
C 3.48921 -0.28681 -0.71490 -0.113
C 1.21027 -1.23938 -3.85030 -0.365
C 0.52576 -0.92537 -5.02160 -0.098
C 0.37325 -1.87707 -6.02168 -0.077
C 0.90227 -3.14744 -5.86063 -0.082
C 1.57906 -3.47048 -4.69110 -0.066
C 1.72613 -2.52596 -3.69052 -0.092
P 1.48130 2.68887 -0.64096 1.085
C -0.03200 3.69615 -0.46048 -0.389
C -0.21207 4.48173 0.68333 -0.136
C -1.42908 5.10056 0.93687 -0.087
C -2.48879 4.94691 0.04900 -0.081
C -2.31646 4.17969 -1.09346 -0.062
C -1.09990 3.56042 -1.34509 -0.082
C 2.77343 3.89584 -0.17271 -0.386
C 2.71765 5.24897 -0.50619 -0.095
C 3.76428 6.09671 -0.18158 -0.079
C 4.88509 5.60069 0.47418 -0.087
C 4.95388 4.25638 0.80504 -0.083
C 3.90009 3.40952 0.48560 -0.099
H 1.51014 3.65259 -2.90489 0.089
H 2.89196 2.63668 -2.54791 0.076
H 1.71982 1.48412 -4.25414 0.084
H 0.14884 1.71348 -3.52063 0.054
H 3.78270 0.11805 -4.06048 0.113
H 6.16879 0.11938 -3.45392 0.104
H 6.85064 -0.16875 -1.09436 0.103
H 5.12691 -0.43750 0.66212 0.104
H 2.73685 -0.37350 0.05721 0.072
H 0.08928 0.05553 -5.16054 0.096
H -0.16739 -1.62200 -6.92395 0.105
H 0.78023 -3.88904 -6.63942 0.102
H 1.97999 -4.46549 -4.54910 0.108
H 2.23953 -2.79967 -2.77613 0.103
H 0.60918 4.61443 1.38032 0.112
H -1.54604 5.71094 1.82412 0.106
H -3.43862 5.42600 0.24685 0.103
H -3.13546 4.04613 -1.78821 0.111
H -1.00763 2.93720 -2.22352 0.085
H 1.84587 5.64243 -1.01696 0.109
H 3.70850 7.14589 -0.44241 0.104
H 5.70237 6.26415 0.72599 0.102
H 5.82520 3.86527 1.31447 0.102
H 3.95336 2.35584 0.74131 0.086
Cl -3.99392 -0.43424 0.08510 0.531
C -2.71506 -1.63236 0.49213 -0.620
H -3.06878 -2.61574 0.19139 0.022
H -2.55205 -1.58687 1.56807 0.014
O -2.50321 -1.52588 -2.41016 -0.057
N -2.29766 -0.46633 -3.05135 -0.509
O -2.64534 -0.26499 -4.17425 0.129
O -1.65839 0.42822 -2.35946 -0.169

=====

[2]
12
Properties=species:S:1:pos:R:3:lowdin_charge:R:1 method="wB97M-V/def2-TZVPD" homo_lumo_gap_ev=9.76 lumo_energy_ha=-0.152 smiles="[NH2+]=C1COC(=S)N1" total_charge=+1
N 0.82049 0.66300 -0.05484 0.219
C -0.36040 0.12853 0.03975 -0.351
C -0.74612 -1.26727 0.04979 -0.056
O -2.14913 -1.27128 -0.03871 0.008
C -2.74178 -0.11330 -0.10267 -0.769
S -4.20884 0.39507 -0.07546 0.933
N -1.37754 0.99535 -0.02193 0.206
H 1.52424 0.02572 0.28425 0.146
H 0.89330 1.70303 -0.23070 0.189
H -0.20128 -1.72740 -0.80732 0.176
H -0.30832 -1.85064 0.93048 0.192
H -1.24767 1.94183 -0.06623 0.108

=====

[3]
14
Properties=species:S:1:pos:R:3:lowdin_charge:R:1 method="wB97M-V/def2-TZVPD" homo_lumo_gap_ev=9.55 lumo_energy_ha=0.040 smiles="C=C(C)NC" total_charge=0
C 1.74707 -0.61177 0.61343 0.027
C 0.64481 -0.07137 0.10676 -0.431
C 0.66636 0.39531 -1.34642 -0.070
N -0.46087 0.52878 0.81283 -0.060
C -1.83456 -0.00678 0.54422 -0.098
H 2.46427 -0.98674 -0.04356 0.037
H 1.72072 -0.72434 1.72325 0.072
H -0.39961 0.53271 -1.72900 0.075
H 1.26823 1.35475 -1.39446 0.103
H 1.06533 -0.31863 -2.02237 0.051
H -0.36959 0.32951 1.77365 0.072
H -1.87067 -0.28610 -0.60270 0.097
H -1.98816 -0.86529 1.12043 0.050
H -2.65332 0.72996 0.44394 0.076

=====

Respective total energy values: -107273.7280; -19046.4905; -5782.3521 eV.
Respective relative energy (zero: lowest compared OMol25 entry of this formula, charge and spin) values: 4.1; 18.6; 33.7 kcal per mole.